9 unconnected molecules or ions with the total composition C28H79N5O9. Source: the Open Molecules 2025 dataset; level of theory: ωB97M-V/def2-TZVPD.

The geometry in ORCA input format:
```
! RIJCOSX wB97M-V def2-TZVPD def2/J DEFGRID3
* xyz 0 1
C -21.95 -0.64 -6.50
C -21.55 -2.02 -7.01
O -21.40 -2.96 -5.95
H -21.80 0.15 -7.25
H -21.25 -0.41 -5.63
H -22.98 -0.71 -6.14
H -20.61 -1.97 -7.53
H -22.36 -2.43 -7.68
H -20.84 -2.62 -5.21
C -18.25 -6.15 -5.96
C -17.90 -7.51 -5.40
O -18.20 -8.56 -6.34
H -17.73 -6.05 -6.91
H -17.92 -5.37 -5.26
H -19.31 -6.04 -6.20
H -18.35 -7.68 -4.37
H -16.85 -7.45 -5.14
H -17.99 -9.45 -6.09
C -22.01 -5.29 -3.59
C -22.05 -6.75 -3.99
O -22.35 -7.57 -2.82
H -21.17 -5.13 -2.84
H -22.84 -5.00 -2.94
H -21.90 -4.58 -4.42
H -21.08 -7.09 -4.34
H -22.74 -7.02 -4.77
H -22.54 -8.47 -3.14
C -24.17 -5.83 -0.44
C -23.12 -6.64 0.31
O -21.81 -6.58 -0.40
H -24.07 -6.04 -1.51
H -24.13 -4.75 -0.24
H -25.21 -6.15 -0.25
H -23.40 -7.68 0.56
H -22.99 -6.15 1.29
H -22.02 -7.05 -1.19
C -25.95 -5.14 -5.27
C -25.81 -3.87 -6.09
C -25.87 -2.57 -5.29
O -27.10 -2.51 -4.65
C -27.59 -1.35 -3.92
N -24.46 -3.77 -6.79
H -25.27 -5.08 -4.40
H -25.83 -5.97 -5.92
H -26.96 -5.15 -4.86
H -26.55 -3.87 -6.88
H -25.80 -1.69 -6.00
H -25.05 -2.54 -4.52
H -26.93 -1.14 -3.00
H -28.56 -1.69 -3.57
H -27.75 -0.51 -4.58
H -24.42 -4.58 -7.43
H -23.76 -3.99 -6.08
C -25.33 -11.61 -3.96
C -24.88 -10.11 -3.84
C -25.25 -9.54 -2.49
O -26.66 -9.59 -2.25
C -27.01 -9.14 -0.96
N -23.48 -9.97 -3.87
H -24.80 -12.16 -3.23
H -25.10 -12.00 -4.97
H -26.39 -11.80 -3.91
H -25.35 -9.54 -4.60
H -24.95 -8.49 -2.54
H -24.70 -10.17 -1.71
H -26.58 -9.85 -0.22
H -28.11 -9.26 -0.98
H -26.72 -8.13 -0.75
H -23.10 -10.65 -3.15
H -23.10 -10.14 -4.77
C -17.94 -1.07 -4.51
C -18.54 -2.36 -3.94
C -17.80 -2.87 -2.70
O -18.06 -4.31 -2.71
C -17.64 -5.06 -1.61
N -19.94 -2.22 -3.73
H -16.88 -1.06 -4.54
H -18.26 -0.27 -3.82
H -18.42 -0.92 -5.48
H -18.44 -3.13 -4.69
H -18.06 -2.34 -1.78
H -16.70 -2.74 -2.83
H -16.53 -4.98 -1.54
H -17.88 -6.15 -1.83
H -18.14 -4.71 -0.62
H -20.11 -1.41 -3.14
H -20.43 -3.02 -3.43
C -22.31 -2.35 -1.32
C -21.10 -2.57 -0.50
C -20.67 -1.38 0.36
O -20.21 -0.35 -0.61
C -19.90 0.89 0.01
N -21.34 -3.68 0.40
H -23.13 -1.91 -0.72
H -22.64 -3.28 -1.80
H -22.13 -1.74 -2.19
H -20.24 -2.78 -1.16
H -19.79 -1.64 1.02
H -21.43 -0.92 1.01
H -19.86 1.67 -0.76
H -19.00 0.90 0.63
H -20.73 1.17 0.61
H -20.49 -3.94 0.88
H -21.63 -4.49 -0.15
C -19.14 -9.75 -10.22
C -19.24 -8.26 -9.82
C -17.95 -7.58 -10.13
O -17.98 -6.30 -9.52
C -16.91 -5.40 -9.79
N -20.28 -7.58 -10.58
H -18.32 -10.20 -9.63
H -18.87 -9.80 -11.34
H -20.09 -10.24 -10.02
H -19.38 -8.25 -8.73
H -17.78 -7.55 -11.21
H -17.10 -8.10 -9.74
H -15.94 -5.75 -9.33
H -17.21 -4.44 -9.37
H -16.81 -5.25 -10.86
H -21.16 -7.89 -10.16
H -20.16 -6.55 -10.47
*
```

The calculation puts the energy relative to the best compared isomer or geometry (same formula, charge and spin) at 2.154 eV. The SMILES is COC[C@H](C)N.COC[C@H](C)N.COC[C@H](C)N.COC[C@H](C)N.COC[C@H](C)N.CCO.CCO.CCO.CCO. The calculation puts the HOMO energy at -8.86 eV. As for the calculated total energy: -56190.5589 eV. The gap between HOMO and LUMO comes out at 9.290 eV. For the lowest unoccupied orbital energy, the calculation gives 0.43 eV.

=====

2 unconnected molecules or ions with the total composition H4NS. Source: the Open Molecules 2025 dataset; level of theory: ωB97M-V/def2-TZVPD.

The geometry in ORCA input format:
```
! RIJCOSX wB97M-V def2-TZVPD def2/J DEFGRID3
* xyz 0 2
N -0.93 0.02 -1.14
H -1.32 -0.76 -0.57
H 0.09 -0.10 -0.87
H -1.18 0.86 -0.63
S 1.53 -0.62 1.47
H 1.81 0.60 1.74
*
```

The calculation puts the energy relative to the best compared isomer or geometry (same formula, charge and spin) at 0.154 eV. The calculation puts the HOMO energy (spin up / spin down) at -10.29 / -9.92 eV. As for the calculated total energy: -12388.6167 eV. The expectation value of S² is 0.753. The gap between HOMO and LUMO (spin up / spin down) comes out at 11.192 / 7.147 eV. For the lowest unoccupied orbital energy (spin up / spin down), the calculation gives 0.90 / -2.77 eV.

=====

Look up the calculated total energy of the first one.
-56190.5589 eV

=====

Which of these has the highest calculated total energy?
H4NS

=====

Look up the energy relative to the best compared isomer or geometry (same formula, charge and spin) of the second one.
0.154 eV